No. 1
The following is a quantum chemistry calculation of one molecule with the formula C9H8N2O2S at a distorted geometry, from OMol25.

XYZ file:
```
22
Properties=species:S:1:pos:R:3:forces:R:3
C 1.2310 4.6197 0.7845 -1.5 1.8 -1.7
C -1.6409 -1.5499 -2.2634 0.6 -0.9 1.2
C -1.7871 -0.1738 -2.4367 -0.4 -0.4 -2.0
C -1.1721 -2.0317 -1.0562 0.7 2.0 1.8
C -1.5894 0.6893 -1.3719 0.5 -3.8 0.7
C -0.8800 -1.1611 -0.0018 0.7 0.7 2.3
C -1.1744 0.1687 -0.1311 -0.5 1.6 -1.0
C 1.7612 3.6318 1.5772 1.6 -0.9 0.9
C 2.0842 1.2902 2.4158 1.2 -0.2 -0.6
N 0.8249 5.5392 0.1759 0.8 -1.7 1.1
N 1.6356 2.3893 1.5211 -2.9 -0.2 0.0
O 0.5988 1.7692 0.5858 -0.4 0.0 -0.3
O -0.6531 0.5088 2.4146 -0.9 0.3 0.1
S -0.9633 1.3662 1.2611 2.1 -1.4 -0.9
H -1.7578 -2.3710 -2.9468 -0.4 0.5 -1.0
H -2.0276 0.1346 -3.5045 0.2 0.1 1.7
H -0.8850 -2.9843 -0.7474 0.0 -2.1 -0.7
H -1.6544 1.6770 -1.4897 -0.5 3.8 -0.5
H -0.3681 -1.3680 1.0219 -1.1 -0.5 -2.0
H 2.2479 1.8281 3.3649 0.4 -0.7 -0.3
H 3.0569 0.9275 1.8817 -1.7 0.3 1.5
H 1.2705 0.4888 2.5519 1.6 1.5 -0.5
```
Forces are in eV/Å.

Properties
Gap between HOMO and LUMO = 8.45 eV
LUMO = -0.6 eV
Energy relative to the best compared isomer or geometry (same formula, charge and spin) = 7.0232 eV
E_HOMO = -9.040 eV

natural (NBO) atomic charge list, values in e, 6 entries: 0.159 -0.196 -0.201 -0.211 -0.199 -0.203


No. 2
The following is a quantum chemistry calculation of one molecule with the formula C2H4NP at a distorted geometry, from OMol25.

XYZ file:
```
8
Properties=species:S:1:pos:R:3:forces:R:3
C -0.3239 -0.4919 0.6458 2.7 0.6 -2.8
C -0.5054 0.7168 -0.5692 -2.3 -1.7 2.3
N 0.8208 -1.0479 0.3628 1.3 1.6 1.8
P 2.4004 -1.1036 0.4756 -1.4 -0.8 -0.8
H -0.6334 -0.9326 1.6063 -1.3 1.1 -0.5
H -0.5799 -0.0031 -1.3900 -0.1 0.9 -0.3
H 0.2202 1.5087 -0.7134 1.2 -0.7 0.6
H -1.3987 1.3536 -0.4179 -0.2 -1.0 -0.2
```
Forces are in eV/Å.

Properties
Gap between HOMO and LUMO = 6.77 eV
LUMO = -0.2 eV
Energy relative to the best compared isomer or geometry (same formula, charge and spin) = 2.6127 eV
E_HOMO = -6.966 eV

natural (NBO) atomic charge list, values in e, 6 entries: -0.013 -0.617 -0.746 0.477 0.230 0.230


No. 3
The following is a quantum chemistry calculation of a 2-piece molecular cluster, C4H11N2O overall at a distorted geometry, from OMol25.

XYZ file:
```
18
Properties=species:S:1:pos:R:3:forces:R:3
O 1.7339 -0.5441 0.2219 -0.1 0.5 -0.2
C 0.5546 -0.6644 0.0681 -1.3 -1.7 1.1
C -0.3393 0.4610 -0.2871 1.1 0.7 -3.0
C -1.5230 0.3451 -1.1090 0.9 0.3 1.1
C -2.9172 0.0296 -0.3508 -1.0 1.2 1.3
N -3.0997 0.9259 0.7961 0.5 -0.1 -1.2
N 4.8066 -0.5859 0.6046 0.7 1.2 -0.1
H -0.0112 -1.6105 0.1813 0.6 -0.2 -0.1
H 0.2358 1.3838 -0.3751 -0.4 0.5 0.9
H -1.7042 1.2791 -1.6389 0.1 -0.1 0.0
H -1.2809 -0.4966 -1.7879 -0.4 -0.1 0.2
H -3.6495 0.2765 -1.1280 0.0 -0.5 0.4
H -3.0335 -0.9679 0.0694 0.5 -0.3 -0.8
H -2.2141 1.0763 1.2520 -0.2 0.0 0.6
H -3.4644 1.8473 0.5857 -0.2 -0.1 -0.2
H 5.7181 -0.6420 0.1840 -0.1 -0.5 0.2
H 4.2374 0.0775 0.1171 -0.4 -0.3 0.1
H 4.3983 -1.3849 1.0286 -0.2 -0.4 -0.2
```
Forces are in eV/Å.

Properties
Gap between HOMO and LUMO = 3.17 eV
LUMO = -8.6 eV
Energy relative to the best compared isomer or geometry (same formula, charge and spin) = 6.2004 eV
E_HOMO = -11.781 eV
Total charge = +1

natural (NBO) atomic charge list, values in e, 6 entries: -0.320 0.293 0.262 -0.569 -0.164 -0.742


No. 4
The following is a quantum chemistry calculation of C33H26Br2CrN2O5P as an isolated structure, from OMol25.

XYZ file:
```
70
Properties=species:S:1:pos:R:3:forces:R:3
Cr -0.9878 -0.0728 0.1380 0.0 -0.4 -0.1
Br 2.9574 0.9333 0.8608 0.0 0.2 -0.2
C 3.0316 1.5944 -0.9490 0.0 -0.1 0.1
Br 1.3613 2.3708 -1.5192 0.0 0.0 0.0
H 3.2440 0.7543 -1.5985 0.0 0.0 0.0
H 3.7975 2.3557 -1.0109 0.0 0.0 0.0
O -2.6577 -1.9312 -3.2356 0.0 0.0 -0.1
C -1.8159 -2.0018 -2.3434 0.1 -0.2 0.2
O -1.5345 -1.0662 -1.5294 0.0 0.2 -0.1
C -1.0577 -3.3232 -2.1781 0.1 0.2 0.0
C -1.6944 -4.4522 -2.6910 0.0 0.0 0.0
C -1.1360 -5.7115 -2.5760 0.1 0.0 0.0
C 0.0974 -5.8559 -1.9513 -0.1 0.0 0.0
C 0.7486 -4.7382 -1.4620 0.0 -0.1 0.0
C 0.1921 -3.4608 -1.5589 -0.1 0.1 0.0
P 1.1941 -2.0191 -0.9627 0.2 0.1 0.3
C 1.9744 -2.7325 0.5416 -0.3 -0.1 0.0
C 3.3019 -2.4955 0.8797 0.2 0.1 0.0
C 3.8197 -2.9283 2.0968 0.0 0.1 -0.1
C 3.0116 -3.6057 2.9930 0.0 0.0 0.0
C 1.6803 -3.8415 2.6694 0.0 0.0 0.0
C 1.1621 -3.4070 1.4608 0.2 0.0 0.0
C 2.5795 -2.1244 -2.1878 -0.2 0.0 -0.2
C 2.4827 -1.2157 -3.2442 0.0 0.0 0.0
C 3.4138 -1.2017 -4.2746 0.0 0.0 0.0
C 4.4727 -2.0969 -4.2576 0.0 0.0 0.0
C 4.5834 -3.0070 -3.2142 0.0 0.0 0.0
C 3.6428 -3.0254 -2.1955 0.0 0.0 0.0
H -2.6475 -4.3013 -3.1798 0.0 0.0 0.0
H -1.6564 -6.5764 -2.9692 0.0 0.0 0.0
H 0.5515 -6.8337 -1.8450 0.0 0.0 0.0
H 1.7042 -4.8687 -0.9703 0.0 0.0 0.0
H 3.9493 -1.9456 0.2017 -0.1 -0.1 0.1
H 4.8539 -2.7213 2.3435 0.0 0.0 0.0
H 3.4104 -3.9349 3.9448 0.0 0.0 0.0
H 1.0325 -4.3534 3.3709 0.0 0.0 0.0
H 0.1151 -3.5492 1.2396 0.0 0.0 0.0
H 1.6541 -0.5137 -3.2549 0.0 0.0 0.0
H 3.3106 -0.4930 -5.0871 0.0 0.0 0.0
H 5.2071 -2.0908 -5.0535 0.0 0.0 0.0
H 5.4069 -3.7109 -3.1978 0.0 0.0 0.0
H 3.7437 -3.7461 -1.3946 0.0 0.0 0.0
O 2.9020 2.4406 6.8536 0.0 0.0 0.0
C 2.7309 1.3051 6.1144 0.1 0.0 0.0
O 3.2989 0.3028 6.4565 0.0 0.0 0.0
C 1.8403 1.4142 4.9346 0.0 0.0 0.0
C 1.5081 2.6293 4.3427 0.0 0.1 0.0
C 0.6797 2.6864 3.2377 0.0 -0.1 0.0
C 0.1347 1.5114 2.6865 0.0 -0.1 -0.1
C 0.4922 0.2796 3.2733 -0.1 0.1 0.0
C 1.3305 0.2428 4.3646 0.0 -0.1 0.0
N -0.6692 1.5091 1.5504 0.1 0.0 -0.1
C -1.2769 2.6453 1.1806 0.0 -0.1 0.0
C -1.9963 2.7137 -0.0295 0.1 0.0 0.2
C -2.6508 3.8860 -0.4738 0.0 0.0 0.0
C -3.3211 3.8661 -1.6661 0.0 0.0 0.0
C -3.3568 2.6800 -2.4228 0.0 0.0 0.0
C -2.7060 1.5675 -1.9360 0.0 0.0 0.0
N -2.0323 1.5729 -0.7776 -0.1 -0.1 0.0
H 2.2950 3.1166 6.5316 0.0 0.0 0.0
H 1.9507 3.5574 4.6932 0.0 0.0 0.0
H 0.5180 3.6390 2.7585 0.0 0.1 0.0
H 0.0965 -0.6253 2.8212 0.0 0.0 0.0
H 1.6131 -0.7069 4.8012 0.0 0.0 0.0
H -1.2694 3.5194 1.8197 0.0 0.1 0.0
H -2.6068 4.7806 0.1341 0.0 0.0 0.0
H -3.8232 4.7580 -2.0207 0.0 0.0 0.0
H -3.8845 2.6227 -3.3636 0.0 0.0 0.0
H -2.7083 0.6200 -2.4613 0.0 0.0 0.0
O -0.8164 -1.3865 1.1429 -0.3 0.2 -0.1
```
Forces are in eV/Å.

Properties
Spin multiplicity = 5
Gap between HOMO and LUMO (spin up / spin down) = 5.71 / 7.46 eV
LUMO (spin up / spin down) = 2.3 / 1.9 eV
Energy relative to the best compared isomer or geometry (same formula, charge and spin) = 0.1480 eV
E_HOMO (spin up / spin down) = -3.449 / -5.545 eV
Total charge = -1
Expectation value of S² = 6.112

natural (NBO) atomic charge list, values in e, 6 entries: 1.352 0.072 -0.533 0.049 0.233 0.220


No. 5
The following is a quantum chemistry calculation of C16H22N2O2 as an isolated structure at a distorted geometry, from OMol25.

XYZ file:
```
42
Properties=species:S:1:pos:R:3:forces:R:3
C -5.7313 -1.4877 1.4465 0.3 3.1 -3.9
H -5.8363 -1.8011 2.3833 0.0 -0.9 4.2
O -4.3263 -0.8559 1.3537 -4.8 -2.4 3.1
C -3.9047 -0.5025 0.1913 -4.2 -0.6 -6.1
C -2.6507 -0.1139 0.1680 0.4 -0.7 13.8
C -2.0987 0.4955 -0.7454 7.3 4.0 -6.6
C -2.7900 0.4367 -1.8633 2.7 4.9 -10.7
C -3.9897 0.0530 -2.2458 -1.6 -2.4 7.0
C -4.6641 -0.4616 -1.1057 3.0 -0.1 2.7
H -5.5647 -0.9397 -1.1261 -2.6 -0.8 -0.2
H -4.5319 0.2189 -3.0597 -1.4 0.6 -3.7
H -2.3186 1.0634 -3.0092 -0.5 -1.7 3.6
N -0.7430 0.9571 -0.8664 1.5 1.4 2.7
C 0.0963 1.3739 0.3667 -6.6 -3.2 -8.7
O -0.1674 0.8680 1.3207 -3.4 -4.3 11.3
N 1.1492 1.9270 0.1406 9.0 5.8 -6.1
H 1.4486 2.0596 -0.8852 -0.9 -0.1 2.3
C 2.2470 2.1030 1.0525 3.6 10.2 -13.7
H 2.0947 1.7422 1.8195 -2.6 -7.1 13.4
H 2.3416 3.2742 1.3179 -0.1 -2.4 -0.7
C 3.5831 1.6519 0.3589 1.3 4.9 4.1
C 3.6162 0.2724 0.3252 9.7 -1.0 -6.2
C 2.8358 -0.6107 0.6060 -7.0 -7.2 3.5
C 2.9084 -2.1463 0.4697 1.7 2.0 -9.0
C 4.3894 -2.4156 -0.3431 -2.7 -11.3 12.7
C 4.9910 -1.5903 -1.1631 -0.7 0.3 -6.0
C 5.0098 -0.3983 -0.5554 0.1 12.8 4.5
H 5.8712 -0.0114 0.1229 -0.9 -1.9 -0.5
H 5.1352 0.4783 -1.2294 -0.2 -0.6 -0.5
H 4.2530 -1.6416 -1.9296 -0.3 1.1 -2.1
H 5.8990 -1.8146 -1.5690 2.5 -1.3 -1.0
H 5.0095 -2.5679 0.6495 -0.3 0.9 -1.2
H 4.4393 -3.5686 -0.4627 -0.6 1.7 -1.1
H 2.2507 -2.6039 -0.5227 0.7 1.9 2.8
H 2.6322 -2.8085 1.1953 0.0 -1.3 2.4
H 1.9828 -0.2353 1.1069 -1.5 -0.3 0.6
H 3.8975 2.2093 -0.6417 -0.7 -1.0 2.4
H 4.3959 1.9444 1.4491 -1.7 -0.4 -3.7
H -0.4598 1.5453 -1.6226 -1.0 0.0 -0.9
H -2.3033 0.1959 1.3743 -0.4 -1.7 -3.6
H -5.7653 -2.4402 0.8669 -0.1 1.2 -0.3
H -6.6639 -0.6736 1.2875 2.8 -2.2 -0.2
```
Forces are in eV/Å.

Properties
Gap between HOMO and LUMO = 8.18 eV
LUMO = 0.6 eV
Energy relative to the best compared isomer or geometry (same formula, charge and spin) = 17.7315 eV
E_HOMO = -7.574 eV

natural (NBO) atomic charge list, values in e, 6 entries: -0.254 0.183 -0.483 0.304 -0.214 0.069


No. 6
The following is a quantum chemistry calculation of one molecule with the formula C2H3NO3S at a distorted geometry, from OMol25.

XYZ file:
```
10
Properties=species:S:1:pos:R:3:forces:R:3
C -0.3710 -0.3549 -0.3378 0.7 0.9 0.7
C 0.6576 -0.6718 0.7642 -0.2 -0.1 -0.5
H 0.7092 2.1869 -0.1290 -1.4 -0.1 0.3
H -1.2320 0.9894 -1.5017 0.5 0.2 0.4
H -0.3356 -2.1858 0.5675 0.0 -0.3 0.0
N -0.4803 0.9018 -0.8083 -1.2 -0.3 -1.2
O -0.2860 2.0680 -0.0948 1.7 -0.1 0.1
O -0.9766 -1.2945 -0.8164 -0.3 -0.1 -0.3
O 0.3999 -1.8978 1.1610 0.4 0.1 0.4
S 1.9147 0.2587 1.1953 -0.3 -0.2 0.1
```
Forces are in eV/Å.

Properties
Gap between HOMO and LUMO = 8.67 eV
LUMO = -0.7 eV
Energy relative to the best compared isomer or geometry (same formula, charge and spin) = 1.5856 eV
E_HOMO = -9.413 eV

natural (NBO) atomic charge list, values in e, 6 entries: 0.559 0.130 0.493 0.389 0.509 -0.307


No. 7
The following is a quantum chemistry calculation of a 2-piece molecular cluster, C5H10O2 overall at a distorted geometry, from OMol25.

XYZ file:
```
17
Properties=species:S:1:pos:R:3:forces:R:3
C -1.6648 1.0625 -2.0046 0.1 -0.2 0.2
C -1.0572 0.0682 -1.3561 1.0 0.4 -1.3
C 0.0325 0.2172 -0.4100 -0.2 -1.1 0.8
C 0.6728 -0.8473 0.1093 1.5 0.5 -0.7
O 0.7857 -2.0345 -0.6049 -0.8 -0.2 0.4
C 1.5737 -0.7369 1.3093 0.3 0.4 0.0
H -2.4287 0.8432 -2.7310 -0.1 0.1 -0.1
H -1.3738 2.0961 -1.8718 -0.2 0.1 0.2
H -1.1897 -0.9505 -1.7072 -0.5 0.0 0.4
H 0.3595 1.1549 0.0115 -0.6 0.3 0.1
H 1.6846 -2.0477 -0.9558 -0.1 -0.1 0.1
H 1.9062 -1.6984 1.6975 -0.3 -0.1 -0.1
H 1.0805 -0.1694 2.0966 0.0 -0.1 0.1
H 2.4847 -0.1715 1.0719 -0.1 -0.1 -0.1
H -0.2349 2.3507 1.5523 0.0 0.1 0.0
H -1.0167 1.0785 1.8551 0.1 0.3 0.1
O -0.6677 1.8825 2.2698 -0.2 -0.3 0.1
```
Forces are in eV/Å.

Properties
Gap between HOMO and LUMO = 8.93 eV
LUMO = 0.5 eV
Energy relative to the best compared isomer or geometry (same formula, charge and spin) = 2.7021 eV
E_HOMO = -8.430 eV

natural (NBO) atomic charge list, values in e, 6 entries: -0.385 -0.218 -0.323 0.352 -0.718 -0.697


No. 8
The following is a quantum chemistry calculation of one molecule with the formula C22H19FN2O2S at a distorted geometry, from OMol25.

XYZ file:
```
47
Properties=species:S:1:pos:R:3:forces:R:3
O -3.1797 -2.1595 -1.4065 0.4 -0.5 -0.9
C -2.5021 -1.7021 -0.5420 -2.3 2.1 3.0
C -1.0128 -1.5968 -0.4617 -7.3 -0.8 -1.6
C -0.4054 -1.0616 -1.4581 0.0 2.5 -5.0
C 0.9319 -1.0683 -1.4622 0.5 -1.1 6.3
C 1.5575 -1.4919 -0.1747 0.3 0.6 -1.3
C 0.8002 -2.2666 0.8779 1.9 4.6 -8.3
C -0.5010 -2.2609 0.4928 1.9 -5.2 8.6
H -1.0670 -2.8305 1.2627 -0.7 0.6 -0.9
H 1.4569 -2.6268 1.5328 1.4 -1.8 3.4
C 2.9842 -0.9264 -0.0145 -1.5 -3.4 0.7
C 3.8649 -1.2058 -1.1576 4.6 -0.4 1.9
C 5.3258 -1.1900 -0.9532 -12.9 3.6 12.6
C 5.7433 -0.4396 0.4261 3.0 -3.2 -7.5
C 4.7916 -0.3574 1.2798 -2.3 1.9 10.0
C 3.3980 -0.6741 1.3276 6.2 -0.2 -11.2
H 2.7741 -0.6376 2.0322 -4.5 0.5 5.8
H 5.0870 -0.0114 2.4458 -0.2 -0.5 -3.1
H 6.8689 -0.1872 0.4878 -2.3 -0.3 0.4
H 5.9892 -1.1054 -1.5193 9.8 0.0 -9.6
H 3.6003 -1.6839 -2.1052 -0.8 0.5 0.5
F 1.4371 -0.0854 -2.1026 2.8 2.0 -2.7
H -0.9739 -0.4814 -2.2237 0.6 -0.6 0.5
C -3.5059 -0.9562 0.7585 1.6 0.1 -4.5
C -4.4831 0.0909 -0.3095 -3.4 -5.1 9.7
C -3.6917 1.1329 -0.7270 -1.1 3.3 -3.1
H -3.1414 0.5697 -1.5413 0.6 1.9 0.5
H -4.4727 1.9681 -1.1554 2.2 -1.7 0.3
C -2.9844 1.7963 0.4233 3.6 -0.9 -2.8
N -1.9324 0.8725 0.9790 -4.5 4.4 -1.7
C -0.6104 1.1498 0.9467 -0.7 -5.1 3.9
O 0.0073 0.3432 1.6517 1.7 0.8 0.6
C 0.1015 2.0122 0.1111 -0.3 0.6 -2.7
C -0.1838 2.2498 -1.2213 4.2 3.4 1.9
N 0.7856 3.0418 -1.7588 2.2 2.7 -1.3
C 1.8534 3.4660 -0.9241 -12.7 -8.1 -0.8
S 1.6697 2.5176 0.4120 0.4 -0.1 3.6
H 2.6935 3.8352 -0.9479 8.3 4.6 -1.9
H -1.0424 2.1874 -1.7789 -1.9 -0.8 -1.1
C -2.7274 -0.0655 1.6786 5.7 -6.0 -0.7
H -3.2029 0.1186 2.5199 -3.1 2.9 3.6
H -1.9738 -0.7150 2.3030 -0.7 0.4 -1.6
H -3.6497 2.1771 1.1421 -0.7 0.4 1.0
H -2.4253 2.5340 -0.1034 0.2 1.5 0.4
H -5.2853 0.3371 0.6201 1.6 -0.1 -2.7
H -4.8843 -0.7009 -0.8317 -1.1 -0.8 -2.2
H -3.8832 -1.9121 1.1690 -0.7 1.1 0.1
```
Forces are in eV/Å.

Properties
Gap between HOMO and LUMO = 8.24 eV
LUMO = -0.1 eV
E_HOMO = -8.299 eV

natural (NBO) atomic charge list, values in e, 6 entries: -0.551 0.636 -0.152 -0.242 0.364 -0.016


| no. | E (hartree) |
| --- | --- |
| 1 | -1005.7129 |
| 2 | -474.5777 |
| 3 | -343.3363 |
| 4 | -8292.8305 |
| 5 | -882.2941 |
| 6 | -756.6179 |
| 7 | -346.9261 |
| 8 | -1607.2757 |